[1]
Formula: C46H49F3GeN4O6RbS
Source: the OMol25 dataset
Level of theory: ωB97M-V/def2-TZVPD

Summary:
Energy relative to the best compared isomer or geometry (same formula, charge and spin): 0.00 kJ/mol
DFT total energy: -142902.22017 eV
Charge: 0
Multiplicity: 2
Expectation value of S²: 0.756

XYZ file:
```
111
Properties=species:S:1:pos:R:3:forces:R:3
Rb -0.29957 0.21134 -0.10537 -0.005 -0.286 -0.141
C 1.46655 2.21859 2.60093 -0.024 -0.018 -0.019
O 1.28481 2.25944 1.19912 0.023 0.034 0.004
C 1.49128 3.53233 0.62757 -0.014 0.010 0.013
C 0.57920 3.67426 -0.57524 0.017 -0.029 0.002
O 0.73881 2.61137 -1.49919 -0.051 0.063 -0.061
C 1.87982 2.69318 -2.33674 0.033 -0.007 0.091
C 2.61860 1.37701 -2.33322 0.043 -0.007 -0.039
O 1.79735 0.40549 -2.94023 -0.038 0.022 -0.043
C 2.36331 -0.88847 -2.90948 0.013 -0.025 0.042
H 0.76032 2.88450 3.10502 0.010 0.015 -0.001
H 1.26339 1.19777 2.92209 0.013 0.001 -0.005
H 2.49287 2.49117 2.87566 -0.005 0.008 0.016
H 1.24971 4.32786 1.34268 -0.024 -0.003 -0.005
H 2.54696 3.64981 0.34479 0.007 0.000 0.012
H -0.46017 3.63362 -0.24464 0.014 -0.013 0.019
H 0.74669 4.64476 -1.05785 0.005 -0.001 -0.005
H 1.56020 2.93304 -3.35665 -0.024 -0.008 0.017
H 2.55667 3.48354 -1.99566 0.015 -0.020 -0.004
H 3.56341 1.48687 -2.88807 -0.022 -0.008 0.004
H 2.85402 1.07747 -1.30376 -0.001 0.021 0.013
H 3.25612 -0.94253 -3.54555 -0.009 -0.001 -0.008
H 2.62777 -1.17339 -1.88721 0.000 0.019 -0.042
H 1.60638 -1.58006 -3.27793 0.013 0.000 -0.019
N 1.67695 -4.52242 -0.02213 -0.084 0.010 -0.017
C 0.63050 -4.99141 -0.78091 0.030 0.007 -0.005
C -0.09806 -3.88860 -1.11656 0.044 -0.022 0.018
N 0.46954 -2.76473 -0.57467 -0.135 0.120 -0.086
C 1.52750 -3.17351 0.07739 0.056 -0.080 0.000
C 2.43076 -2.29503 0.80603 -0.038 0.020 0.019
N 2.55988 -1.00772 0.57618 -0.013 -0.056 0.105
C 3.46527 -0.56370 1.50666 0.042 0.013 -0.064
C 3.89015 -1.59797 2.28601 0.005 0.045 0.047
N 3.23256 -2.70813 1.82031 0.015 -0.041 0.057
H 2.39956 -5.07982 0.39849 0.017 0.007 -0.001
H 0.51275 -6.03417 -1.01501 0.000 -0.012 0.014
H -0.99872 -3.83275 -1.70555 -0.001 -0.011 0.001
H 3.75765 0.47235 1.55056 0.003 -0.007 0.007
H 4.57613 -1.64620 3.11232 -0.001 -0.001 0.017
H 3.16007 -3.58151 2.32804 0.000 0.048 -0.085
C -0.50668 0.94050 7.65567 0.003 -0.029 -0.042
C -0.15974 -0.40180 7.71931 -0.004 0.032 -0.008
C -0.08473 -1.15538 6.55600 0.040 -0.065 0.007
C -0.34769 -0.58437 5.30858 -0.089 0.012 0.066
C -0.70524 0.76571 5.25907 -0.005 0.056 -0.013
C -0.78452 1.51700 6.42397 -0.007 0.017 0.033
Ge -0.28325 -1.63621 3.66619 -0.048 0.103 0.066
C 0.80307 -3.24288 3.95409 0.130 0.020 -0.042
C 1.98600 -3.15619 4.70025 -0.016 0.045 -0.044
C 2.88020 -4.21409 4.76799 -0.028 -0.027 0.007
C 2.61905 -5.39179 4.07384 -0.026 -0.004 -0.028
C 1.44869 -5.49982 3.33069 -0.026 0.014 0.043
C 0.55126 -4.43812 3.27672 0.003 -0.049 -0.046
C -2.04379 -2.00114 2.94197 0.007 -0.030 -0.093
C -3.17525 -1.43449 3.52707 -0.036 0.033 0.061
C -4.42640 -1.60058 2.95124 0.051 -0.022 0.015
C -4.56321 -2.32757 1.77765 0.012 -0.032 -0.013
C -3.44472 -2.88814 1.17882 -0.070 0.021 0.021
C -2.19553 -2.72037 1.75633 -0.039 0.021 -0.016
H -0.57018 1.52948 8.56182 0.001 0.006 0.001
H 0.04510 -0.86718 8.67536 -0.004 -0.002 0.006
H 0.16607 -2.20689 6.63603 0.018 -0.016 -0.042
H -0.94855 1.23109 4.31033 -0.002 -0.054 -0.031
H -1.07506 2.55866 6.36413 0.004 0.003 0.008
H 2.23084 -2.23163 5.20949 -0.033 0.028 0.055
H 3.78534 -4.12047 5.35477 0.012 -0.003 0.019
H 3.31347 -6.22063 4.12320 0.008 -0.012 0.007
H 1.22319 -6.42169 2.80614 0.005 0.016 -0.002
H -0.35308 -4.54449 2.68846 -0.005 -0.011 0.022
H -3.08012 -0.84139 4.42982 0.012 -0.011 -0.006
H -5.29446 -1.14512 3.41028 -0.004 0.007 0.009
H -5.53856 -2.43983 1.32088 -0.002 -0.004 -0.004
H -3.54061 -3.43388 0.24785 -0.005 0.004 0.000
H -1.33162 -3.12525 1.24807 0.086 -0.028 -0.026
O -1.24080 -0.08072 -2.73580 0.133 0.037 -0.047
S -1.14629 0.87311 -3.87966 -0.117 -0.024 0.213
C -0.68154 -0.11264 -5.33179 0.000 -0.003 -0.098
C -1.57279 -1.27010 -5.66065 0.032 0.028 -0.003
C -2.24809 -1.30746 -6.87670 -0.017 -0.023 0.016
C -3.08904 -2.36735 -7.18647 0.010 0.016 0.007
C -3.26767 -3.39636 -6.27450 -0.012 -0.007 -0.012
C -2.59180 -3.36795 -5.06202 0.023 0.006 0.019
C -1.74051 -2.31803 -4.75697 -0.036 -0.016 -0.031
C -2.89129 1.31597 -4.29622 -0.021 0.028 -0.079
C -3.91011 0.39382 -3.69379 0.037 0.013 0.005
C -4.68639 -0.44466 -4.48582 0.001 -0.017 0.029
C -5.61098 -1.30035 -3.90403 0.013 0.003 -0.014
C -5.75858 -1.32988 -2.52410 -0.001 0.011 0.006
C -4.99079 -0.49069 -1.72706 -0.022 -0.018 -0.007
C -4.07940 0.37277 -2.31217 -0.014 -0.039 -0.011
H 0.33588 -0.42326 -5.08429 -0.017 -0.008 0.033
H -0.61477 0.59553 -6.16143 -0.010 0.001 0.004
H -2.11320 -0.50056 -7.58858 0.000 0.005 0.000
H -3.60685 -2.38493 -8.13697 -0.001 -0.005 -0.002
H -3.92944 -4.22035 -6.50813 -0.003 -0.002 -0.001
H -2.73364 -4.16856 -4.34691 -0.004 -0.002 0.000
H -1.22456 -2.28215 -3.80758 0.009 0.000 0.025
H -2.96806 1.37718 -5.38315 -0.010 -0.013 -0.003
H -2.99624 2.32274 -3.88970 0.000 0.001 -0.004
H -4.56248 -0.43668 -5.56088 0.006 -0.008 -0.035
H -6.21158 -1.94718 -4.53167 0.001 -0.001 0.000
H -6.47722 -2.00154 -2.07039 -0.003 -0.008 -0.004
H -5.08041 -0.49655 -0.64835 0.016 0.014 -0.002
H -3.49193 1.01352 -1.67012 0.012 0.019 0.028
F -4.70786 2.59397 1.58834 0.016 0.007 0.009
C -3.39661 2.64056 1.85092 0.037 -0.024 -0.025
F -2.86870 3.61141 1.05373 -0.022 -0.019 0.015
F -3.25726 3.07012 3.11671 -0.027 -0.018 -0.025
C -2.65373 1.29486 1.57345 -0.152 0.031 0.136
O -3.14558 0.58223 0.68977 0.144 0.139 -0.003
O -1.61169 1.14802 2.24210 0.126 0.043 0.005
```
Forces are in eV/Å.

=====

[2]
Formula: C46H49MnN4P3SSe2
Source: the OMol25 dataset
Level of theory: ωB97M-V/def2-TZVPD

Summary:
Energy relative to the best compared isomer or geometry (same formula, charge and spin): 39.78 kJ/mol
DFT total energy: -255173.41952 eV
Charge: -1
Multiplicity: 5
Expectation value of S²: 6.067

XYZ file:
```
106
Properties=species:S:1:pos:R:3:forces:R:3
Mn -0.06446 0.26680 -0.29449 0.055 -0.181 -0.777
Se 5.81007 2.35193 2.85026 0.019 -0.018 0.048
P 5.05867 0.38978 2.99953 0.031 0.039 -0.016
C 6.29509 -0.79284 2.39061 -0.031 -0.032 -0.005
C 6.05489 -1.53475 1.24125 -0.008 -0.030 0.011
C 7.06766 -2.30766 0.68623 -0.011 -0.019 0.013
C 8.31665 -2.35335 1.28270 -0.021 -0.027 0.007
C 8.56404 -1.60878 2.43059 -0.033 0.038 0.028
C 7.56416 -0.81851 2.97237 0.038 0.015 -0.053
C 4.70370 0.02793 4.74657 -0.175 -0.023 -0.022
C 5.48206 -0.78057 5.56428 0.038 -0.015 0.057
C 5.17652 -0.91315 6.91446 0.029 -0.039 -0.089
C 4.08758 -0.24474 7.45083 -0.029 -0.004 -0.002
C 3.30888 0.57005 6.63869 0.021 0.040 -0.007
C 3.62092 0.71423 5.29736 -0.018 -0.084 0.022
C 3.51909 0.10655 2.09223 0.001 0.100 -0.158
C 2.45159 -0.81615 2.01939 0.048 0.118 0.248
N 1.56601 -0.28354 1.14885 0.293 -0.109 0.073
N 2.08492 0.83698 0.67274 0.202 -0.072 0.207
N 3.23538 1.10466 1.22380 0.065 -0.118 -0.041
P 2.08233 -2.41964 2.76043 -0.198 -0.047 -0.028
Se 0.60358 -3.52806 1.75945 0.091 0.022 0.084
C 1.54394 -2.08786 4.46373 -0.042 0.054 -0.036
C 0.78141 -0.94273 4.68211 0.013 -0.004 0.061
C 0.13983 -0.75502 5.89739 -0.002 -0.034 -0.038
C 0.26468 -1.70145 6.90479 0.007 0.067 0.012
C 1.02471 -2.84204 6.69250 0.044 -0.026 -0.033
C 1.65071 -3.04339 5.47096 -0.049 -0.009 0.012
C 3.62417 -3.37924 2.82212 0.033 0.036 0.017
C 3.95746 -4.12514 1.69253 0.075 -0.044 -0.032
C 5.09983 -4.90739 1.68813 -0.052 0.022 -0.020
C 5.91433 -4.96271 2.81263 0.010 -0.007 0.004
C 5.58077 -4.23291 3.94082 0.011 0.052 0.010
C 4.43629 -3.44363 3.94441 0.108 0.048 0.005
H 5.08110 -1.49401 0.76915 0.013 0.001 -0.008
H 6.87295 -2.87611 -0.21482 -0.004 0.008 0.013
H 9.10191 -2.96241 0.85125 -0.001 0.019 -0.003
H 9.54598 -1.62173 2.88762 -0.010 -0.006 -0.002
H 7.77749 -0.17694 3.81873 0.003 -0.007 -0.007
H 6.32762 -1.31487 5.15365 -0.013 -0.054 -0.011
H 5.78776 -1.55077 7.54197 -0.001 0.014 -0.005
H 3.84212 -0.36101 8.49945 0.000 0.010 -0.011
H 2.45585 1.09408 7.05123 0.010 -0.018 -0.011
H 3.02509 1.36139 4.66343 -0.005 0.002 0.015
H 0.67619 -0.20848 3.89136 -0.019 0.009 -0.006
H -0.46950 0.12540 6.05069 -0.015 0.053 -0.001
H -0.23604 -1.55354 7.85415 0.000 0.002 -0.018
H 1.11352 -3.58820 7.47273 0.011 0.004 -0.018
H 2.19599 -3.96077 5.29167 -0.012 -0.014 0.005
H 3.30332 -4.09713 0.82928 -0.003 -0.011 0.009
H 5.35542 -5.47695 0.80312 -0.002 -0.001 0.008
H 6.80730 -5.57593 2.80893 -0.005 0.010 -0.014
H 6.21250 -4.27039 4.82082 -0.027 0.003 -0.008
H 4.17720 -2.87857 4.82581 0.044 0.055 0.065
S -0.28584 2.80844 0.33025 -0.125 -0.050 -0.140
C 0.54277 2.74962 -1.17945 0.033 0.299 0.226
C 1.30826 3.80786 -1.70901 -0.063 -0.086 -0.126
C 1.91620 3.64007 -2.92802 0.004 -0.047 -0.016
C 1.78586 2.42294 -3.61189 0.009 0.068 0.012
C 1.06954 1.41646 -3.00978 -0.009 -0.104 -0.047
N 0.46067 1.57460 -1.82924 0.015 0.122 0.151
H 1.40581 4.71537 -1.13053 -0.002 0.011 -0.030
H 2.51071 4.43943 -3.35605 -0.010 -0.002 0.018
H 2.26030 2.25555 -4.56909 -0.009 0.015 0.016
H 0.97430 0.42964 -3.44654 -0.003 -0.007 0.035
C -3.25325 1.88474 -1.33645 0.035 0.068 0.078
C -3.73247 0.45257 -1.08925 0.101 -0.154 -0.084
C -3.42522 -0.37463 -2.34689 -0.046 -0.012 0.003
C -5.24850 0.52678 -0.87982 0.028 0.059 -0.025
P -2.64431 -0.27319 0.28417 -0.238 0.130 0.221
C -3.15192 0.63981 1.80762 -0.164 0.014 -0.067
C -2.17243 1.35371 2.49401 -0.021 0.005 0.042
C -2.47778 2.07522 3.64178 -0.027 -0.012 0.054
C -3.77016 2.07534 4.14210 0.007 0.003 -0.018
C -4.75529 1.34619 3.48828 0.012 -0.020 -0.028
C -4.44745 0.64106 2.33418 -0.005 0.003 0.011
C -3.21210 -2.04660 0.65318 0.163 -0.012 -0.046
C -2.90083 -2.31192 2.13186 0.017 -0.033 0.047
C -4.67766 -2.40474 0.40186 0.004 -0.017 0.033
C -2.34590 -2.98505 -0.20087 -0.008 0.020 -0.006
H -3.81020 2.29543 -2.18606 0.010 -0.005 0.027
H -2.19154 1.93467 -1.56568 0.056 -0.024 -0.022
H -3.42465 2.52653 -0.46973 0.015 -0.017 -0.006
H -3.84433 0.13050 -3.22315 -0.010 -0.001 0.018
H -3.86424 -1.37282 -2.29519 0.018 0.018 -0.012
H -2.34856 -0.48280 -2.50084 -0.004 0.020 0.005
H -5.67303 1.05760 -1.73904 -0.008 -0.034 0.001
H -5.50728 1.10585 0.00629 0.015 0.012 -0.018
H -5.73508 -0.44272 -0.82670 0.017 -0.024 0.042
H -1.16182 1.37407 2.10769 -0.030 -0.083 0.075
H -1.70148 2.64830 4.13472 0.009 -0.030 -0.007
H -4.01312 2.63934 5.03496 0.011 -0.008 -0.012
H -5.76697 1.32900 3.87591 0.005 -0.007 -0.006
H -5.22856 0.07161 1.85023 0.001 0.023 0.015
H -3.64376 -1.85815 2.79027 0.026 -0.001 -0.020
H -1.91406 -1.94548 2.41818 0.038 -0.015 -0.017
H -2.90088 -3.39308 2.30334 -0.002 0.027 -0.006
H -5.37932 -1.77826 0.95367 0.020 -0.019 -0.022
H -4.82324 -3.43638 0.74034 -0.021 0.020 -0.001
H -4.93259 -2.37616 -0.65751 -0.009 0.018 0.010
H -1.28357 -2.84973 0.00491 -0.117 0.045 -0.080
H -2.48756 -2.80898 -1.26843 -0.024 -0.024 -0.002
H -2.62853 -4.02237 0.01478 0.004 0.031 0.014
C 0.27205 -1.26277 -1.34878 -0.323 -0.247 0.314
H -0.34528 -1.68406 -2.14760 0.008 0.215 -0.158
H 1.28557 -1.67076 -1.36047 0.072 0.059 0.001
```
Forces are in eV/Å.